This record from the Open Molecules 2025 dataset describes a structure of composition C15H35ClN5O9Pt at a distorted geometry. The level of theory is the ωB97M-V functional and the def2-TZVPD basis.

XYZ file:
```
66
Properties=species:S:1:pos:R:3:mulliken_charge:R:1
Pt -3.450 4.195 -1.219 0.861
Cl -1.012 1.355 -0.664 1.494
O -1.473 0.165 -0.065 -0.672
O -0.547 2.227 0.343 -0.636
O 0.108 0.935 -1.498 -0.611
O -2.046 1.942 -1.443 -0.613
C 3.550 -1.448 -5.930 -1.023
C 3.443 -1.773 -4.457 0.670
O 3.542 -2.959 -4.134 -0.666
N 3.136 -0.806 -3.671 -0.119
C 2.761 -1.018 -2.265 -0.628
H 3.863 -0.410 -6.046 0.325
H 2.596 -1.788 -6.332 0.242
H 4.360 -2.103 -6.250 0.292
H 3.038 0.131 -4.035 0.239
H 3.363 -1.791 -1.788 0.351
H 1.740 -1.388 -2.176 0.163
H 2.845 -0.091 -1.699 0.145
C -2.573 -1.494 -2.556 -0.876
C -2.874 -2.556 -1.599 0.858
O -2.277 -3.617 -1.807 -0.641
N -3.666 -2.310 -0.537 -0.197
C -3.821 -3.211 0.623 -0.783
H -2.807 -1.789 -3.579 0.371
H -1.556 -1.104 -2.531 -0.001
H -3.263 -0.672 -2.363 0.263
H -3.917 -1.348 -0.357 0.243
H -3.229 -4.122 0.524 0.312
H -4.841 -3.567 0.761 0.360
H -3.443 -2.780 1.550 0.120
C 0.559 -3.855 0.637 -1.015
C 0.050 -3.246 1.999 0.774
O 0.196 -3.829 3.060 -0.721
N -0.610 -2.091 1.876 0.450
C -1.210 -1.404 2.958 -1.091
H 1.000 -3.170 -0.086 0.186
H -0.302 -4.316 0.152 0.368
H 1.297 -4.622 0.870 0.289
H -0.661 -1.615 0.987 -0.079
H -2.273 -1.238 2.781 0.259
H -0.752 -0.427 3.113 0.290
H -1.128 -1.910 3.920 0.361
C -0.345 5.526 1.460 -0.915
C -1.856 5.812 1.218 0.600
O -2.519 5.069 0.526 -0.657
N -2.393 6.912 1.748 -0.175
C -3.805 7.323 1.423 -0.722
H 0.082 4.943 0.643 0.214
H -0.395 4.809 2.280 0.313
H 0.343 6.356 1.619 0.383
H -1.772 7.372 2.398 0.222
H -3.884 8.408 1.500 0.309
H -4.559 6.905 2.090 0.293
H -4.045 6.923 0.438 0.214
C 3.359 -2.481 3.231 -1.191
C 3.258 -1.646 2.012 0.696
O 3.599 -2.109 0.942 -0.613
N 2.981 -0.364 2.162 -0.162
C 2.892 0.627 1.090 -0.407
H 4.319 -2.313 3.718 0.388
H 3.164 -3.503 2.905 0.236
H 2.547 -2.196 3.900 0.384
H 2.860 -0.078 3.123 0.255
H 3.792 1.030 0.626 0.281
H 2.353 1.437 1.582 0.326
H 2.307 0.158 0.300 -0.183
```

**Multiplicity**: 4
**Kohn-Sham gap (alpha / beta)**: 0.2833 / 0.1434 Ha
**Expectation value of S²**: 3.753
**Calculated total energy**: -2122.57172 Ha